C17H27AuN5O4P as an isolated structure, computed with the ωB97M-V functional and the def2-TZVPD basis.

Properties
* net charge: +2
* strongest force on any atom: 3.14 eV/Å
* 2S+1: 3
* electronic energy: -1715.10672 Eh
* ⟨S²⟩: 2.0238

Structure (XYZ):
```
55
Properties=species:S:1:pos:R:3:forces:R:3
Au -0.992628 -0.838917 -0.010477 0.0 0.6 0.6
N -1.459211 -1.998510 1.658472 -1.5 -0.7 0.7
N -1.899316 -3.279272 1.171661 0.4 0.7 0.4
C -2.771585 -3.143176 0.088447 -0.2 -1.1 -0.7
O -3.322005 -4.088751 -0.413310 -0.2 -0.5 0.3
O -2.873822 -1.948737 -0.365997 0.0 1.6 -0.9
H -0.743756 -2.098461 2.332363 1.3 -0.4 0.6
H -2.190163 -1.507105 2.196505 0.0 -0.2 -0.4
H -2.309457 -3.847816 1.884444 0.0 -0.5 0.5
C 5.064876 2.802347 5.036278 1.3 -1.7 0.2
C 3.969389 2.159082 4.316603 -1.3 1.0 -0.4
C 4.211047 0.945680 3.609065 0.7 0.4 0.9
C 3.234165 0.281204 2.965074 -1.0 0.0 0.2
C 3.366810 -1.116877 2.502430 1.0 -0.2 -1.3
C 1.955092 0.909642 2.893510 -0.3 1.1 -0.2
C 1.653185 2.156629 3.614431 -0.2 0.2 0.0
C 0.246365 2.723012 3.626847 1.4 1.0 -0.4
C 2.646295 2.780361 4.344356 1.6 -2.3 -1.3
C 0.832544 0.233203 2.116329 -0.1 0.8 1.8
O 0.233798 -0.517122 2.895191 0.3 -0.2 0.1
O 0.526174 0.562004 0.955897 0.3 -0.1 -1.0
H 4.896392 3.741200 5.473605 -0.6 1.1 0.6
H 5.987109 2.851856 4.465278 0.0 0.2 -0.6
H 5.427968 2.086313 5.798422 -0.4 0.2 0.2
H 5.192262 0.492648 3.721917 0.0 0.1 -0.2
H 4.411402 -1.413684 2.398478 0.1 0.2 0.2
H 2.958116 -1.248930 1.483772 -0.3 -0.2 0.6
H 2.952099 -1.776907 3.247393 -0.6 -0.3 0.0
H 0.208776 3.389594 4.482178 -0.4 0.0 0.1
H -0.446922 1.939174 3.700990 -1.1 -1.0 0.3
H -0.036789 3.327636 2.748266 0.5 -0.3 0.1
H 2.584041 3.690705 4.901796 -0.6 0.3 0.1
C -3.207032 -1.311392 -4.365309 0.3 -0.2 -1.5
N -1.650739 -1.616466 -4.451248 0.4 -1.5 -0.8
C -0.946445 -0.479180 -5.287287 -0.2 -1.6 0.4
N -1.213187 0.766316 -4.667555 0.5 0.2 0.5
C -2.652001 0.966789 -4.595679 -0.2 0.2 0.3
N -3.313380 -0.034735 -3.775180 -0.9 0.8 -1.3
C -3.056323 0.081376 -2.373388 -1.0 0.1 0.7
P -1.311995 -0.196948 -2.128547 1.6 -0.2 -0.5
C -0.989596 -1.737732 -3.134557 -0.8 0.7 0.9
C -0.553383 1.000339 -3.300513 -0.9 0.1 -1.7
H -3.680821 -2.134745 -3.785142 0.3 0.6 -0.5
H -3.549864 -1.257281 -5.495670 0.5 -0.4 2.4
H -1.404055 -2.496263 -4.965092 -0.9 0.7 0.4
H -1.448341 -0.682546 -6.257189 0.5 1.1 0.3
H 0.116498 -0.836860 -5.329834 -0.8 0.9 0.0
H -3.067553 0.921614 -5.576730 -0.2 -0.1 -0.9
H -2.883179 1.957150 -4.231137 0.1 0.2 0.3
H -3.589962 -0.727650 -1.899697 0.0 -0.3 0.5
H -3.441582 0.995994 -1.844168 0.4 -0.5 -1.0
H -1.389823 -2.565439 -2.513697 0.4 0.1 -0.8
H 0.081253 -1.757478 -3.343204 0.0 -0.5 0.4
H 0.522006 0.877262 -3.512623 -0.3 0.3 0.8
H -0.882747 2.019848 -3.006769 0.8 -0.5 -0.2
```
Forces are in eV/Å.